This record from OMol25 describes a cluster of 2 separate species, C5H11ClO2 in total in a non-equilibrium geometry. The level of theory is ωB97M-V/def2-TZVPD.

Bonds (Å) are listed after each position.
Cartesian coordinates (Å):
1 C 1.2505 0.9891 0.1984  C4 1.548, H9 1.081, H10 1.116, H11 1.032
2 C 1.8797 -1.0944 -1.0558  C4 1.482, H12 1.064, H13 1.125, H14 1.044
3 C -2.7000 0.5990 -0.4275  O7 1.334, H15 1.110, H16 1.151, H17 1.183
4 C 0.7549 -0.2662 -0.5601  C1 1.548, C2 1.482, C5 1.518, H18 1.070
5 C -0.2505 -0.9472 0.3500  C4 1.518, O6 1.323, Cl8 1.701
6 O 0.0090 -1.1608 1.6297  C5 1.323, H19 1.052
7 O -1.7871 0.6025 0.5447  C3 1.334
8 Cl -1.1266 -2.1387 -0.4899  C5 1.701
9 H 1.8877 0.6476 1.0025  C1 1.081
10 H 0.3180 1.4103 0.6431  C1 1.116
11 H 1.8226 1.6117 -0.3936  C1 1.032
12 H 2.5295 -1.5439 -0.3431  C2 1.064
13 H 1.3922 -1.7691 -1.8121  C2 1.125
14 H 2.3667 -0.4107 -1.6761  C2 1.044
15 H -2.3411 1.3636 -1.1477  C3 1.110
16 H -3.6345 0.9972 0.1134  C3 1.151
17 H -2.9012 -0.4581 -0.9200  C3 1.183
18 H 0.2595 0.1026 -1.4343  C4 1.070
19 H -0.9203 -1.0482 2.1087  O6 1.052

Calculated values
Highest occupied orbital energy, eV: -8.71
Spin multiplicity: 1
Net charge: 0
Electronic energy, Eh: -807.65326
Relative energy (zero: lowest compared OMol25 entry of this formula, charge and spin), eV: 3.2992

These are the Mulliken partial charges, in e, on atoms 1 to 8:
1 C -1.562
2 C -1.543
3 C -0.532
4 C 0.570
5 C 0.500
6 O -0.474
7 O -0.539
8 Cl -0.131